Record 1
A structure of composition C44H47BrN3O4P2RbSe2, computed with ωB97M-V with the def2-TZVPD basis set.

```
! wB97M-V def2-TZVPD RIJCOSX def2/J DEFGRID3
* xyz -2 1
Rb 0.08501 0.05057 0.33950
C -5.08792 1.86124 -0.85859
Se -3.19644 1.81161 -0.42899
C -2.52638 2.05183 -2.24688
C -2.96594 0.98513 -3.22831
Se -2.78942 -0.82456 -2.50007
C -2.84371 -1.66410 -4.25396
H -5.33801 2.78151 -1.38723
H -5.60398 1.83781 0.09904
H -5.37951 0.99162 -1.44700
H -1.43731 2.06818 -2.14260
H -2.82966 3.03337 -2.62196
H -2.34574 1.02452 -4.12821
H -4.00693 1.12751 -3.52501
H -3.77454 -1.41312 -4.76211
H -2.80232 -2.74136 -4.10160
H -1.99859 -1.35173 -4.86523
C 0.97728 3.06664 2.53754
N 1.03714 2.76483 1.12227
C 1.81214 3.46631 0.39530
C 1.93922 3.36631 -1.03784
C 2.75799 4.20547 -1.80891
C 2.53201 3.84298 -3.14057
C 1.58610 2.81344 -3.08381
N 1.21907 2.50786 -1.82480
C -0.13299 4.02776 2.90062
C -0.06469 4.74955 4.08868
C -1.09833 5.59308 4.47175
C -2.21982 5.72331 3.66564
C -2.29421 5.00749 2.47730
C -1.25738 4.17104 2.09407
H 1.93010 3.47106 2.91585
H 0.78220 2.13147 3.07387
H 2.44289 4.24854 0.85333
H 3.41267 4.97836 -1.42834
H 2.98551 4.25868 -4.02941
H 1.16338 2.29017 -3.93260
H 0.80680 4.63866 4.72623
H -1.03509 6.13249 5.40982
H -3.04006 6.36158 3.97352
H -3.17382 5.07368 1.84852
H -1.32934 3.60254 1.17810
O 0.62815 -2.98997 4.19765
C 0.67350 -2.79822 2.97730
O 0.07472 -1.93688 2.27384
C 1.54977 -3.76266 2.13771
P 1.52482 -3.13091 0.42531
C 2.71930 -4.30074 -0.36679
C 2.45032 -5.61502 -0.74875
C 3.43287 -6.40869 -1.32276
C 4.71417 -5.90766 -1.51803
C 5.00270 -4.60645 -1.13452
C 4.01007 -3.81374 -0.57333
C -0.05846 -3.78472 -0.24033
C -0.19356 -3.92048 -1.62224
C -1.38723 -4.32780 -2.19573
C -2.48868 -4.59223 -1.39265
C -2.37536 -4.44152 -0.01830
C -1.17419 -4.04216 0.55438
H 1.17781 -4.78673 2.23557
H 2.58033 -3.75354 2.49929
H 1.45676 -6.02193 -0.60124
H 3.19643 -7.42500 -1.61679
H 5.47889 -6.52585 -1.97318
H 5.99520 -4.19926 -1.28661
H 4.23342 -2.78637 -0.30391
H 0.65213 -3.70357 -2.25779
H -1.45357 -4.43282 -3.27352
H -3.43079 -4.89593 -1.83368
H -3.23197 -4.61636 0.62109
H -1.12239 -3.88509 1.62356
Br -3.94479 4.44060 7.13766
C -2.89168 3.16263 6.18965
C -1.74319 2.67034 6.78025
N -0.96136 1.78155 6.17471
C -1.30257 1.38589 4.94771
C -2.43577 1.84348 4.27740
C -3.26232 2.74640 4.92585
C -2.74239 1.41404 2.83921
O -3.92613 1.54274 2.46086
O -1.73925 1.06375 2.18508
H -1.45193 3.00137 7.77186
H -0.66193 0.65828 4.46147
H -4.15712 3.09598 4.42950
C 2.71421 -2.54513 -3.82190
P 2.03199 -1.06224 -2.94739
C 0.85814 -0.52780 -4.25506
C 3.44498 0.08565 -3.18144
C 4.06345 0.29725 -4.41290
C 5.11806 1.18774 -4.53435
C 5.56496 1.88579 -3.41973
C 4.95234 1.69149 -2.19267
C 3.90102 0.79385 -2.07507
H 3.16018 -2.28451 -4.78445
H 1.91769 -3.26624 -4.01165
H 3.46881 -3.03218 -3.20296
H 1.32891 -0.34839 -5.22480
H 0.33757 0.37044 -3.92568
H 0.11747 -1.32416 -4.35575
H 3.70876 -0.22714 -5.29345
H 5.58237 1.34724 -5.50078
H 6.37736 2.59641 -3.51450
H 5.26663 2.25963 -1.32700
H 3.39992 0.67658 -1.12187
*
```

- HOMO-LUMO gap: 0.2150 hartree
- LUMO energy: 3.5 eV
- Energy above the lowest of the compared OMol25 structures with the same formula, charge and spin: 39.4 kJ/mol
- HOMO level: -2.39 eV

***

Record 2
A structure of composition C5H8S2, computed with ωB97M-V with the def2-TZVPD basis set.

```
! wB97M-V def2-TZVPD RIJCOSX def2/J DEFGRID3
* xyz 0 1
C -0.89146 -0.60910 1.09951
C 0.19528 -0.37004 0.01784
C 1.08855 -1.47903 -0.41162
C 0.10448 2.10725 -0.29109
C -0.46756 0.79424 -0.93778
H -1.18577 0.46266 1.46651
H -1.90177 -1.30212 0.96168
H -0.54292 -1.19066 1.89775
H 1.90590 -1.65779 0.51665
H 0.44619 -2.61136 -0.57016
H 1.57137 -1.09909 -1.50730
H 0.84945 2.66021 -0.95332
H -0.77557 2.72320 0.04156
S 1.10375 1.00748 0.85067
S -1.49992 0.56416 -2.18092
*
```

- HOMO-LUMO gap: 0.3088 hartree
- LUMO energy: -0.4 eV
- Energy above the lowest of the compared OMol25 structures with the same formula, charge and spin: 351.3 kJ/mol
- HOMO level: -8.80 eV

***

Record 3
A structure of composition C38H55BFN3O3P2V, computed with ωB97M-V with the def2-TZVPD basis set.

```
! wB97M-V def2-TZVPD RIJCOSX def2/J DEFGRID3
* xyz 2 2
V -0.04917 0.15551 -0.80917
C -2.76067 0.12881 -3.20786
C -3.57547 0.28473 -1.91460
C -4.84288 1.09863 -2.21299
C -3.96669 -1.09977 -1.39362
P -2.41112 1.13899 -0.73287
C -2.35020 2.88239 -1.32161
N -0.94875 3.16217 -1.49198
B 0.06165 2.16868 -1.63108
N 1.24700 2.86952 -1.98787
C 2.49583 2.23694 -2.32798
P 2.28415 0.48670 -1.79071
C 3.59803 0.21654 -0.49180
C 3.34272 1.27417 0.59427
C 3.46224 -1.17670 0.13764
C 5.00681 0.38053 -1.06185
C 2.47869 -0.50571 -3.36537
C 3.71038 -0.10811 -4.19082
C 1.20935 -0.19089 -4.16936
C 2.54358 -2.00655 -3.07368
C 0.96300 4.23559 -2.06845
C 1.77889 5.31267 -2.38090
C 1.20401 6.57296 -2.38015
C -0.15019 6.75251 -2.08219
C -0.96799 5.67774 -1.77546
C -0.39425 4.41502 -1.76663
C -3.00758 1.22902 1.02810
C -4.44070 1.76141 1.11963
C -2.06330 2.19234 1.76385
C -2.91047 -0.17475 1.67405
H -3.38530 -0.34461 -3.96793
H -1.89457 -0.51897 -3.05595
H -2.42415 1.08813 -3.60939
H -5.33019 0.65347 -3.08309
H -4.64856 2.14236 -2.45735
H -5.55377 1.06531 -1.39352
H -4.59502 -1.58460 -2.14388
H -4.54659 -1.03884 -0.47258
H -3.10627 -1.74828 -1.23484
H -2.82106 3.55720 -0.60631
H -2.88539 2.97434 -2.26775
H 3.34617 2.70212 -1.82865
H 2.67533 2.28081 -3.40151
H 2.38209 1.11273 1.08376
H 3.37431 2.29598 0.21964
H 4.12363 1.18572 1.35285
H 2.43598 -1.41495 0.40703
H 4.06197 -1.20790 1.05059
H 3.82992 -1.95854 -0.52134
H 5.14290 1.32781 -1.58784
H 5.26974 -0.43212 -1.73536
H 5.71792 0.36138 -0.23266
H 3.80527 0.96368 -4.35494
H 3.62091 -0.57412 -5.17459
H 4.63240 -0.47058 -3.74497
H 1.11756 0.87296 -4.40252
H 0.30892 -0.51732 -3.64559
H 1.24520 -0.73473 -5.11568
H 3.47079 -2.27877 -2.57333
H 2.52370 -2.54415 -4.02429
H 1.69747 -2.34974 -2.47954
H 2.82554 5.17829 -2.62237
H 1.81224 7.43416 -2.61952
H -0.56645 7.75022 -2.09640
H -2.01792 5.82679 -1.55642
H -4.57559 2.69646 0.57271
H -4.66870 1.95888 2.16975
H -5.16787 1.03873 0.75814
H -2.17644 3.22527 1.43696
H -1.01499 1.90563 1.65148
H -2.30188 2.16392 2.82943
H -3.85013 -0.43116 2.16459
H -2.12755 -0.19610 2.43297
H -2.70751 -0.97345 0.95945
C -0.84545 -6.06037 2.96743
C -0.00581 -5.02827 3.69901
C -0.47122 -4.81818 5.12947
C 0.48163 -3.88602 5.85729
C 0.66224 -2.60360 5.08456
C 1.05699 -1.45250 5.72336
C 1.19275 -0.25653 5.01830
F 1.58049 0.82997 5.67947
C 0.92321 -0.17218 3.68404
C 0.51661 -1.33314 3.00841
C 0.21762 -1.25987 1.61046
O 0.34748 -0.09720 1.00501
C -0.20706 -2.43380 0.98408
C -0.29400 -3.60398 1.72396
N 0.00282 -3.69606 3.00290
C 0.39890 -2.55226 3.70144
C -0.65296 -2.53891 -0.45216
O -1.33774 -3.46680 -0.79399
O -0.24504 -1.59200 -1.29195
H -0.87613 -6.95805 3.58228
H -0.42991 -6.35258 2.00403
H -1.87119 -5.71169 2.83092
H 1.03720 -5.35613 3.71856
H -0.50900 -5.78701 5.62406
H -1.48668 -4.41050 5.12588
H 1.45178 -4.37625 5.98017
H 0.11914 -3.65733 6.85853
H 1.25600 -1.45765 6.78807
H 1.01634 0.76916 3.16284
H -0.62994 -4.49479 1.21568
*
```

- ⟨S²⟩: 0.79
- HOMO-LUMO gap (spin up / spin down): 0.2481 / 0.2487 hartree
- LUMO energy (spin up / spin down): -6.1 / -6.1 eV
- HOMO level (spin up / spin down): -12.89 / -12.91 eV

***

Record 4
The molecule C4H11NO, computed with ωB97M-V with the def2-TZVPD basis set.

```
! wB97M-V def2-TZVPD RIJCOSX def2/J DEFGRID3
* xyz 0 1
C -0.98761 0.92317 2.55273
C 0.12353 0.60188 1.57898
N -0.14408 -0.62250 0.78767
C -0.42149 -0.40440 -0.63083
C 0.82542 -0.65041 -1.49347
O 0.62099 -0.07921 -2.78833
H -1.93570 0.76015 2.05026
H -0.96356 1.95793 2.88162
H -0.98219 0.27545 3.42562
H 1.08484 0.43673 2.07018
H 0.32135 1.44507 0.90170
H -0.97667 -1.05507 1.17131
H -0.84482 0.56892 -0.90075
H -1.17580 -1.12624 -0.95397
H 1.71697 -0.26703 -1.01435
H 0.92643 -1.73743 -1.62753
H 1.39818 0.45818 -3.01598
*
```

- HOMO-LUMO gap: 0.3653 hartree
- LUMO energy: 1.0 eV
- Energy above the lowest of the compared OMol25 structures with the same formula, charge and spin: 130.3 kJ/mol
- Structure (SMILES): CCNCCO
- HOMO level: -8.91 eV

***

Record 5
A structure of composition C22H22Br2EuN4O2S3, computed with ωB97M-V with the def2-TZVPD basis set.

```
! wB97M-V def2-TZVPD RIJCOSX def2/J DEFGRID3
* xyz -2 8
Eu 1.14317 -0.41675 -0.10025
O -0.47312 0.65914 1.53659
C -0.94506 1.80106 1.94242
C -1.47591 1.97386 3.23873
C -1.91885 3.19853 3.68301
C -1.88555 4.32638 2.86758
C -1.40783 4.16906 1.57985
C -0.93560 2.94860 1.09641
C -0.53546 2.92412 -0.31910
N 0.06574 1.97977 -0.91108
C 0.28127 2.05481 -2.34199
C -0.54312 0.96202 -3.02791
N -0.41210 -0.32796 -2.35997
C -0.96240 -1.31246 -2.95788
C -1.06540 -2.69479 -2.51464
C -1.70907 -3.58116 -3.38139
C -1.90743 -4.90937 -3.07236
C -1.44722 -5.36003 -1.82744
C -0.81476 -4.52562 -0.94638
C -0.57834 -3.14662 -1.24251
O 0.01536 -2.38407 -0.41883
H -1.52165 1.10671 3.88250
H -2.30680 3.27274 4.69256
H -2.23830 5.28651 3.21606
H -1.39396 5.01503 0.90092
H -0.82826 3.82805 -0.87644
H 1.34270 1.87645 -2.53508
H -0.01771 3.03366 -2.74861
H -0.23488 0.89313 -4.08043
H -1.60171 1.25900 -3.00364
H -1.45149 -1.14717 -3.93343
H -2.06275 -3.19195 -4.33136
H -2.40785 -5.57735 -3.75806
H -1.59673 -6.39797 -1.54740
H -0.47162 -4.87212 0.01998
Br 3.17916 -1.94221 3.35478
C 3.02969 -1.73938 1.25952
Br 3.11210 -0.22206 -2.17637
H 3.04644 -2.80842 0.99296
H 4.04705 -1.36546 1.06229
S -1.76709 -3.03306 3.18757
C -2.21879 -1.62222 2.30471
S -3.52997 -1.02225 1.56329
S -0.62343 -1.12446 2.60780
C 2.05247 1.69767 3.50184
C 2.66175 2.24340 2.26113
N 2.57026 1.72761 1.06953
C 3.29021 2.54549 0.22975
C 3.79689 3.59113 0.93339
N 3.39869 3.38573 2.24166
H 1.55664 0.75342 3.27266
H 1.32040 2.39496 3.91631
H 2.81797 1.47745 4.24702
H 3.40158 2.29256 -0.80992
H 4.40272 4.42804 0.64721
H 3.60554 3.95313 3.04215
*
```

- ⟨S²⟩: 15.76
- HOMO-LUMO gap (spin up / spin down): 0.1580 / 0.2122 hartree
- LUMO energy (spin up / spin down): 4.4 / 4.4 eV
- Energy above the lowest of the compared OMol25 structures with the same formula, charge and spin: 42.2 kJ/mol
- HOMO level (spin up / spin down): 0.08 / -1.40 eV

***

Record 6
The molecule C15H16N4O2S3, computed with ωB97M-V with the def2-TZVPD basis set.

```
! wB97M-V def2-TZVPD RIJCOSX def2/J DEFGRID3
* xyz 0 1
C -4.70375 -1.98431 -1.93230
C -4.37300 -2.27332 -0.47063
O -4.04982 -1.10567 0.25597
C -2.83980 -0.51658 0.08726
C -1.78312 -1.01878 -0.65912
C -0.58433 -0.33453 -0.74507
C -0.42082 0.87503 -0.07978
C 0.83199 1.57568 -0.18504
N 1.78820 1.25949 -0.98750
C 2.86398 2.06948 -0.87662
C 4.05917 1.80527 -1.71871
S 5.51021 1.35356 -0.69301
C 4.96523 -0.17388 -0.09478
N 3.93258 -0.81194 -0.50205
N 3.72734 -1.96810 0.11899
C 4.61025 -2.24928 1.01281
N 4.65764 -3.40290 1.71502
S 5.86102 -1.00258 1.18997
C 2.74008 3.06120 0.05350
S 1.20904 2.98111 0.82366
C -1.47512 1.38846 0.68376
C -2.67425 0.71288 0.77326
O -3.75666 1.13264 1.48354
C -3.65910 2.34268 2.19232
H -5.52052 -1.26933 -1.98850
H -5.00294 -2.90324 -2.42904
H -3.84465 -1.56535 -2.45025
H -5.25751 -2.66757 0.03752
H -3.56997 -3.01671 -0.39110
H -1.87907 -1.95741 -1.18070
H 0.23866 -0.72973 -1.31726
H 3.85854 0.97463 -2.39157
H 4.38101 2.68967 -2.26778
H 5.18379 -3.41229 2.57174
H 3.82304 -3.96547 1.68509
H 3.45349 3.81230 0.32632
H -1.33218 2.32769 1.19515
H -4.62315 2.47422 2.68100
H -3.47470 3.18931 1.52248
H -2.87080 2.30369 2.95144
*
```

- HOMO-LUMO gap: 0.2946 hartree
- LUMO energy: 0.5 eV
- Energy above the lowest of the compared OMol25 structures with the same formula, charge and spin: 143.4 kJ/mol
- Structure (SMILES): CCOc1ccc(-c2nc(CSc3nnc(N)s3)cs2)cc1OC
- HOMO level: -7.53 eV

***

no.,maximum force (eV/Å)
1,0.4
2,4.1
3,0.9
4,1.1
5,1.0
6,1.8